# C5H8ClNS

The molecule C5H8ClNS at a distorted geometry (ωB97M-V/def2-TZVPD, the OMol25 dataset).

Summary:
- SMILES: C=CN(CC)C(=S)Cl
- DFT total energy: -30160.333 eV
- ΔE to the lowest compared entry with this formula, charge and spin: 42.23 kcal per mole
- Spin multiplicity: 1
- Largest force on an atom: 5.95 eV/Å
- Net charge: 0

Structure (XYZ):
```
16
Properties=species:S:1:pos:R:3:forces:R:3:nbo_charge:R:1
C 0.9542 -1.8561 -0.2155 2.987 0.223 -0.222 -0.4876
C -0.2866 -1.4574 -0.1121 -0.776 -2.779 1.028 -0.0166
N -0.7289 -0.1933 -0.2379 -4.419 3.182 0.615 -0.4389
C 0.1958 0.8976 -0.6278 -1.923 1.928 2.028 -0.2029
C 1.1067 1.4280 0.5328 2.447 -1.939 -4.770 -0.6004
C -2.1594 0.0526 0.1132 3.063 -1.583 0.257 -0.0035
S -3.1752 -1.1692 0.5092 -0.030 1.015 -0.405 -0.0078
Cl -2.5417 1.7237 0.3664 0.080 -0.230 -0.352 0.0534
H 1.3174 -2.8317 -0.0524 -0.792 -1.515 0.290 0.2084
H 1.9045 -1.3305 -0.3509 -0.820 1.008 -0.360 0.1933
H -1.0193 -2.2601 0.2298 0.784 1.604 -0.819 0.2512
H -0.3837 1.8115 -1.1071 1.140 -2.173 1.009 0.2250
H 0.7903 0.4429 -1.3107 1.800 -1.010 -2.519 0.2016
H 1.7462 0.7293 1.0514 -0.094 -0.617 -0.177 0.2165
H 1.7674 2.1594 0.0460 -0.167 0.024 0.347 0.2095
H 0.5125 1.8533 1.1655 -3.280 2.862 4.050 0.1988
```
Forces are in eV/Å.